Record 1
The following is a quantum chemistry calculation of C4H6N2O in the gas phase in a non-equilibrium geometry, from the Open Molecules 2025 dataset.

Geometry as XYZ:
```
13
C4H6N2O, DFT wB97M-V/def2-TZVPD
O -2.10 -0.80 -1.37
C -1.04 -0.53 -0.87
N 0.10 0.06 -1.47
C 0.76 0.80 -0.41
C 0.71 -0.34 0.57
C -0.29 -0.25 1.68
N -0.61 -0.93 0.43
H 0.11 0.40 -2.42
H 0.15 1.67 -0.12
H 1.78 1.13 -0.59
H 1.43 -1.05 0.13
H -0.26 -0.88 2.56
H -0.75 0.72 1.88
```

## Properties
* calculated total energy: -340.7015 Ha
* SMILES: O=C1NC[C@H]2CN12
* highest occupied orbital energy: -9.52 eV
* frontier orbital gap: 10.40 eV
* ΔE to the lowest compared entry with this formula, charge and spin: 2.541 eV

Record 2
The following is a quantum chemistry calculation of a molecular structure, C4H6N2O, from the Open Molecules 2025 dataset.

Geometry as XYZ:
```
13
C4H6N2O, DFT wB97M-V/def2-TZVPD
C -0.88 1.52 0.04
C -0.88 0.00 -1.29
N 0.33 -0.26 -1.78
C 1.13 -0.83 -0.83
C 0.50 -0.89 0.38
O 0.83 -1.30 1.63
N -0.74 -0.34 0.17
H -0.06 1.97 -0.51
H -0.71 1.61 1.12
H -1.85 1.88 -0.25
H 2.13 -1.18 -1.06
H 1.74 -1.63 1.62
H -1.54 -0.55 0.76
```

## Properties
* calculated total energy: -340.5895 Ha
* highest occupied orbital energy: -8.32 eV
* frontier orbital gap: 8.79 eV
* ΔE to the lowest compared entry with this formula, charge and spin: 5.589 eV

Record 3
The following is a quantum chemistry calculation of C4H6N2O in the gas phase in a non-equilibrium geometry, from the Open Molecules 2025 dataset.

Geometry as XYZ:
```
13
C4H6N2O, DFT wB97M-V/def2-TZVPD
C 2.08 -0.30 0.17
C 0.65 -0.01 -0.11
N 0.05 -0.36 -1.26
C -1.19 0.12 -1.12
C -1.45 0.67 0.14
O -2.29 -0.38 0.70
N -0.17 0.62 0.73
H 2.43 -1.01 -0.57
H 2.21 -0.72 1.17
H 2.67 0.62 0.09
H -1.98 -0.08 -1.83
H -3.17 -0.28 0.32
H 0.14 1.11 1.56
```

## Properties
* calculated total energy: -340.6848 Ha
* SMILES: Cc1ncc(O)[nH]1
* highest occupied orbital energy (alpha / beta): -7.76 / -7.76 eV
* frontier orbital gap (alpha / beta): 8.07 / 8.07 eV
* ΔE to the lowest compared entry with this formula, charge and spin: 2.996 eV

Record 4
The following is a quantum chemistry calculation of a molecular structure, C4H6N2O in a non-equilibrium geometry, from the Open Molecules 2025 dataset.

Geometry as XYZ:
```
13
C4H6N2O, DFT wB97M-V/def2-TZVPD
C 1.27 -0.21 -0.20
C -0.13 -0.65 0.41
C 1.18 1.14 0.34
C -2.13 -0.87 -0.81
N -1.14 -0.15 -0.52
N 1.67 2.22 0.49
O -0.22 -1.71 1.05
H 1.29 3.01 0.99
H 1.37 -0.24 -1.29
H 2.05 -0.76 0.32
H -0.07 0.58 1.13
H -2.95 -0.43 -1.37
H -2.19 -1.93 -0.53
```

## Properties
* calculated total energy: -340.6045 Ha
* highest occupied orbital energy (alpha / beta): -8.92 / -8.92 eV
* frontier orbital gap (alpha / beta): 8.78 / 8.78 eV
* ΔE to the lowest compared entry with this formula, charge and spin: 5.181 eV

Q: Look up the calculated total energy of the second one.
A: -340.5895 Ha